Entry 1:
A single C2H6O3S2 molecule in a non-equilibrium geometry. Source: OMol25; level of theory: the ωB97M-V functional and the def2-TZVPD basis.

Last column: Löwdin charge in e.
Geometry (Å):
C: 0.436 -0.815 0.607  -0.148
C: 0.460 0.515 -0.159  -0.273
O: -1.924 -0.410 -1.014  -0.701
O: -0.714 1.400 -2.362  -0.480
O: -3.915 -0.765 -2.398  -0.514
S: -3.441 0.044 -1.331  0.845
S: -0.442 0.112 -1.800  0.962
H: 0.567 -0.763 1.644  0.054
H: -0.503 -1.331 0.521  0.049
H: 1.224 -1.499 0.275  0.082
H: 1.465 0.724 -0.319  0.067
H: -0.191 1.219 0.213  0.056
H: -3.161 1.161 -2.112  0.002

Output
Energy relative to the best compared isomer or geometry (same formula, charge and spin): 49.4 kcal/mol
LUMO: 0.43 eV
Largest force on an atom: 4.71 eV/Å
Calculated total energy: -1101.7980 a.u.



Entry 2:
A molecular structure, C3H16N2O3 in a non-equilibrium geometry. Source: OMol25; level of theory: the ωB97M-V functional and the def2-TZVPD basis.

Last column: Löwdin charge in e.
Geometry (Å):
N: 3.647 -0.600 -0.137  0.002
C: 1.122 -0.182 1.744  -0.086
C: 0.104 -0.297 0.657  -0.170
C: 0.478 0.091 -0.851  -0.201
N: 1.551 -0.597 -1.409  0.204
H: 4.107 -1.482 0.033  0.014
H: 1.226 -0.864 2.584  0.088
H: 1.114 0.815 2.193  0.087
H: 2.110 -0.336 1.272  0.037
H: -0.811 0.241 0.968  0.078
H: -0.178 -1.343 0.512  0.102
H: -0.466 -0.010 -1.408  0.145
H: 0.813 1.132 -0.835  0.126
H: 2.578 -0.445 -0.784  -0.007
H: 1.234 -1.564 -1.562  0.137
H: -2.158 2.682 -0.857  0.032
H: -1.771 1.610 0.149  -0.038
O: -1.371 2.250 -0.517  -0.107
H: -2.550 -0.619 -0.013  -0.009
H: -2.887 -1.993 -0.759  0.027
O: -2.176 -1.380 -0.559  -0.120
H: 4.315 0.090 -0.469  0.021
H: -3.374 0.518 1.632  -0.024
O: -2.698 0.672 0.972  -0.338

Output
Energy relative to the best compared isomer or geometry (same formula, charge and spin): 190.8 kcal/mol
LUMO: -4.67 eV
Largest force on an atom: 3.42 eV/Å
Calculated total energy: -458.8320 a.u.



Entry 3:
A molecular structure, C29H57Ca2O10 in a non-equilibrium geometry. Source: OMol25; level of theory: the ωB97M-V functional and the def2-TZVPD basis.

Last column: Löwdin charge in e.
Geometry (Å):
Ca: 0.768 -2.034 2.638  1.659
Ca: 1.213 -2.807 -1.069  1.653
O: -1.480 0.704 0.251  0.151
C: -0.474 -0.071 0.662  -0.737
O: -0.055 -0.042 1.833  -0.099
O: -0.051 -0.969 -0.198  -0.213
H: -1.571 0.355 -0.654  0.114
C: 1.722 2.971 0.800  -0.151
C: 2.581 4.175 0.436  -0.153
C: 2.733 4.015 -1.058  -0.191
O: 1.447 3.588 -1.494  -0.119
C: 0.884 2.751 -0.492  -0.190
H: 1.104 3.146 1.680  0.102
H: 2.359 2.093 0.973  0.086
H: 3.522 4.304 0.977  0.121
H: 2.062 5.103 0.692  0.129
H: 3.489 3.258 -1.329  0.115
H: 3.007 4.931 -1.578  0.135
H: 1.086 1.720 -0.801  0.069
H: -0.166 2.994 -0.359  0.120
C: 4.143 0.585 3.493  -0.126
C: 3.191 1.539 4.240  -0.105
C: 1.837 0.821 4.229  -0.116
O: 2.068 -0.458 3.559  -0.379
C: 3.477 -0.772 3.609  -0.182
H: 5.165 0.605 3.862  0.135
H: 4.190 0.864 2.437  0.097
H: 3.118 2.492 3.724  0.116
H: 3.541 1.729 5.251  0.129
H: 1.075 1.400 3.716  0.112
H: 1.490 0.617 5.241  0.137
H: 3.690 -1.419 2.739  0.103
H: 3.769 -1.324 4.505  0.140
C: -3.123 -2.388 -2.914  -0.182
C: -4.070 -2.749 -4.056  -0.141
C: -5.264 -1.793 -3.832  -0.143
O: -4.959 -1.027 -2.647  -0.125
C: -3.565 -1.021 -2.437  -0.221
H: -2.077 -2.655 -3.099  0.079
H: -3.364 -3.107 -2.105  0.106
H: -4.377 -3.778 -4.211  0.117
H: -3.601 -2.451 -5.003  0.109
H: -6.180 -2.333 -3.611  0.126
H: -5.398 -1.105 -4.665  0.125
H: -3.371 -0.797 -1.387  0.101
H: -3.143 -0.228 -3.079  0.115
C: -3.634 -3.259 1.905  -0.110
C: -2.910 -4.530 2.348  -0.117
C: -1.468 -4.319 1.921  -0.162
O: -1.276 -2.858 1.914  -0.363
C: -2.537 -2.248 1.536  -0.145
H: -4.386 -2.892 2.600  0.132
H: -4.250 -3.448 1.021  0.125
H: -3.334 -5.462 1.986  0.136
H: -2.894 -4.614 3.437  0.130
H: -1.166 -4.705 0.937  0.119
H: -0.747 -4.727 2.644  0.122
H: -2.545 -2.093 0.454  0.107
H: -2.694 -1.276 1.999  0.134
C: 4.655 -0.370 -0.306  -0.128
C: 5.224 -1.085 -1.526  -0.130
C: 4.104 -2.031 -1.881  -0.202
O: 2.902 -1.268 -1.692  -0.306
C: 3.158 -0.255 -0.663  -0.149
H: 5.106 0.592 -0.086  0.132
H: 4.706 -1.033 0.562  0.102
H: 6.169 -1.577 -1.295  0.141
H: 5.451 -0.390 -2.335  0.142
H: 4.162 -2.885 -1.164  0.123
H: 4.280 -2.496 -2.852  0.144
H: 2.554 -0.462 0.236  0.095
H: 2.869 0.714 -1.057  0.112
C: -2.605 3.510 1.737  -0.174
C: -3.757 3.899 2.643  -0.150
C: -3.065 3.894 4.013  -0.173
O: -1.974 2.961 3.899  -0.144
C: -1.965 2.423 2.579  -0.246
H: -1.892 4.315 1.545  0.122
H: -2.892 3.145 0.745  0.110
H: -4.499 3.093 2.655  0.117
H: -4.288 4.805 2.368  0.122
H: -3.717 3.590 4.830  0.120
H: -2.655 4.878 4.249  0.123
H: -2.523 1.478 2.588  0.112
H: -0.922 2.252 2.311  0.074
C: -0.351 0.386 -4.456  -0.119
C: 0.244 -0.668 -5.398  -0.118
C: 0.583 -1.833 -4.456  -0.142
O: 0.519 -1.292 -3.088  -0.294
C: 0.386 0.135 -3.150  -0.185
H: -1.419 0.215 -4.318  0.099
H: -0.248 1.385 -4.873  0.135
H: 1.133 -0.298 -5.903  0.125
H: -0.488 -1.004 -6.127  0.125
H: 1.570 -2.267 -4.611  0.119
H: -0.214 -2.577 -4.499  0.108
H: 1.336 0.673 -3.080  0.130
H: -0.237 0.448 -2.314  0.093

Output
Energy relative to the best compared isomer or geometry (same formula, charge and spin): 0.0 kcal/mol
LUMO: -11.39 eV
Net charge: +3
Largest force on an atom: 3.60 eV/Å
Calculated total energy: -3245.9254 a.u.



Entry 4:
A molecular structure, C11H25NO3P2Y in a non-equilibrium geometry. Source: OMol25; level of theory: the ωB97M-V functional and the def2-TZVPD basis.

Last column: Löwdin charge in e.
Geometry (Å):
Y: -0.025 -0.285 -0.083  0.869
H: 0.755 0.851 1.400  0.045
H: 0.036 0.715 1.690  0.065
P: 2.465 -0.098 -0.789  0.632
P: -2.446 -0.807 0.589  0.629
C: -3.620 0.142 -0.361  -0.236
H: -4.574 -0.303 -0.052  0.068
H: -3.585 1.195 -0.052  0.028
H: -3.428 0.045 -1.435  0.062
C: -2.516 -2.532 0.098  -0.286
H: -1.765 -3.115 0.653  0.053
H: -3.539 -2.800 0.379  0.054
H: -2.338 -2.624 -0.980  0.033
C: -2.723 -0.663 2.364  -0.238
H: -2.712 0.397 2.643  0.026
H: -3.732 -1.082 2.455  0.062
H: -1.962 -1.234 2.910  0.053
C: 2.704 -1.722 -1.546  -0.287
H: 3.761 -1.732 -1.833  0.055
H: 2.475 -2.521 -0.820  0.054
H: 2.044 -1.836 -2.417  0.036
C: 2.819 1.171 -2.011  -0.240
H: 2.678 2.157 -1.552  0.058
H: 3.862 0.981 -2.292  0.061
H: 2.135 1.060 -2.864  0.060
C: 3.608 0.058 0.611  -0.247
H: 3.371 -0.718 1.352  0.054
H: 4.590 -0.088 0.147  0.056
H: 3.480 1.056 1.049  0.057
C: -0.552 1.639 -1.297  -0.048
O: -0.891 2.622 -1.888  0.123
H: -0.313 -1.322 -1.701  -0.108
O: -3.602 2.073 1.782  -0.004
C: -2.541 2.697 1.617  -0.463
C: -2.354 4.125 1.998  -0.082
C: -0.902 4.431 1.677  -0.081
C: -0.355 3.161 1.111  -0.544
O: 0.824 3.008 0.728  -0.031
N: -1.352 2.222 1.049  0.054
H: -3.048 4.738 1.407  0.139
H: -2.552 4.212 3.071  0.136
H: -0.809 5.224 0.921  0.138
H: -0.339 4.676 2.585  0.134

Output
Energy relative to the best compared isomer or geometry (same formula, charge and spin): 88.2 kcal/mol
LUMO: -4.32 eV
Net charge: +1
Largest force on an atom: 9.58 eV/Å
Calculated total energy: -1435.3054 a.u.